No. 1
Computed, not measured: 10 unconnected molecules or ions with the total composition C29H43ClFN12O4, with the ωB97M-V functional and the def2-TZVPD basis.

The total energy comes out at -2648.697630 Ha. The total charge is +1. The orbital gap comes out at 10.685 eV. Its HOMO energy is -12.761 eV. The calculation puts the strongest force on any atom at 0.903 eV Å⁻¹.

Structure (XYZ):
```
90
Properties=species:S:1:pos:R:3:lowdin_charge:R:1
O 4.152 2.916 -1.331 0.241
C 3.446 2.013 -1.197 -0.256
N 2.697 1.058 -1.054 0.179
C 1.546 1.133 -0.196 -0.241
N 1.233 -0.231 0.301 0.160
C 0.209 -0.127 1.401 -0.256
C -0.077 -1.487 2.030 -0.164
C -0.085 -2.745 1.151 -0.166
C 1.327 -3.249 0.762 -0.099
C 2.333 -2.930 1.820 -0.517
O 3.010 -1.922 1.770 0.078
O 2.387 -3.730 2.893 0.117
C -1.005 0.706 1.004 -0.590
Cl -2.286 -0.288 0.190 0.705
N -0.677 1.898 0.258 0.022
C 0.299 1.719 -0.828 -0.247
C -0.280 0.960 -2.036 -0.071
C 0.589 0.932 -3.258 -0.454
O 0.594 1.701 -4.155 0.181
F 1.402 -0.152 -3.266 0.089
H 1.757 1.720 0.700 0.176
H 2.089 -0.659 0.708 0.142
H 0.930 -0.841 -0.461 0.159
H 0.707 0.458 2.178 0.143
H -1.058 -1.403 2.495 0.116
H 0.623 -1.592 2.854 0.083
H -0.638 -3.505 1.692 0.102
H -0.603 -2.572 0.210 0.060
H 1.662 -2.766 -0.156 0.115
H 1.273 -4.314 0.543 0.107
H 2.519 -4.658 2.649 0.119
H -1.454 1.010 1.947 0.112
H -1.539 2.247 -0.155 0.080
H 0.588 2.711 -1.182 0.169
H -1.199 1.473 -2.300 0.075
H -0.544 -0.068 -1.791 0.088
C -2.537 3.481 -5.235 -0.078
C -2.556 3.307 -3.791 -0.228
N -2.567 3.161 -2.651 0.153
H -3.510 3.834 -5.572 0.088
H -1.775 4.205 -5.511 0.080
H -2.314 2.536 -5.725 0.072
C 2.608 -0.347 5.211 -0.049
C 1.182 -0.144 4.998 -0.257
N 0.062 -0.027 4.770 0.159
H 3.168 0.503 4.826 0.090
H 2.817 -0.454 6.275 0.063
H 2.920 -1.251 4.688 0.067
C -1.310 5.629 -9.311 -0.053
C -1.780 4.387 -8.713 -0.244
N -2.159 3.407 -8.250 0.150
H -1.802 6.477 -8.838 0.087
H -0.233 5.718 -9.178 0.087
H -1.539 5.634 -10.374 0.089
C 6.320 -1.946 3.544 -0.058
C 6.337 -1.742 4.987 -0.275
N 6.347 -1.586 6.124 0.139
H 6.901 -1.166 3.056 0.087
H 6.755 -2.914 3.306 0.088
H 5.295 -1.918 3.174 0.054
C -3.926 -3.460 -0.585 -0.065
C -2.641 -4.016 -0.988 -0.283
N -1.624 -4.428 -1.325 0.144
H -4.503 -4.188 -0.019 0.088
H -3.731 -2.582 0.030 0.028
H -4.491 -3.164 -1.467 0.090
C 5.196 -0.253 9.415 -0.074
C 3.774 -0.031 9.195 -0.285
N 2.653 0.140 9.017 0.123
H 5.764 0.595 9.036 0.083
H 5.393 -0.367 10.479 0.084
H 5.514 -1.150 8.887 0.062
C -4.909 1.613 -9.393 -0.084
C -6.263 2.128 -9.550 -0.289
N -7.329 2.537 -9.662 0.124
H -4.186 2.382 -9.653 0.048
H -4.744 1.318 -8.359 0.076
H -4.762 0.748 -10.037 0.083
C -4.023 4.613 0.260 -0.063
C -3.966 3.275 0.831 -0.267
N -3.938 2.215 1.272 0.135
H -3.518 4.618 -0.703 0.046
H -5.063 4.903 0.118 0.089
H -3.545 5.323 0.933 0.087
C -0.986 -6.394 4.473 -0.049
C -0.246 -6.128 3.247 -0.236
N 0.341 -5.923 2.282 0.162
H -0.629 -7.318 4.923 0.091
H -0.843 -5.576 5.176 0.089
H -2.046 -6.495 4.250 0.089
```

No. 2
Computed, not measured: 2 unconnected molecules or ions with the total composition C7H15NOS2, with the ωB97M-V functional and the def2-TZVPD basis.

The total energy comes out at -1202.116782 Ha. The orbital gap comes out at 8.833 eV. Its energy above the lowest of the compared OMol25 structures with the same formula, charge and spin is 0.000 eV. Its HOMO energy is -8.176 eV. As for the SMILES: C1CCSSC1.CNC(C)=O. The calculation puts the strongest force on any atom at 0.867 eV Å⁻¹.

Structure (XYZ):
```
26
Properties=species:S:1:pos:R:3:nbo_charge:R:1
C 0.695 1.840 -1.163 -0.422
C -0.070 2.570 -0.053 -0.410
C -0.473 1.681 1.121 -0.565
S 0.963 1.030 2.018 0.079
S 1.776 -0.098 0.511 0.068
C 2.016 1.220 -0.711 -0.536
H 0.057 1.039 -1.583 0.225
H 0.910 2.561 -1.974 0.209
H -0.988 3.008 -0.489 0.216
H 0.549 3.403 0.333 0.200
H -1.051 2.257 1.869 0.223
H -1.100 0.830 0.793 0.270
H 2.700 1.978 -0.284 0.218
H 2.536 0.740 -1.563 0.224
C -1.310 -1.950 1.892 -0.419
N -0.650 -2.332 0.659 -0.623
C -0.819 -1.603 -0.480 0.699
C -0.069 -2.118 -1.690 -0.721
O -1.531 -0.604 -0.503 -0.656
H -1.039 -2.670 2.682 0.205
H -2.407 -1.957 1.771 0.204
H -0.998 -0.942 2.212 0.215
H -0.048 -3.159 0.638 0.399
H -0.391 -3.141 -1.949 0.229
H -0.277 -1.456 -2.548 0.239
H 1.019 -2.126 -1.508 0.232
```

No. 3
Computed, not measured: a molecular structure, C33H28INO4SSeTi at a distorted geometry, with the ωB97M-V functional and the def2-TZVPD basis.

The total energy comes out at -5576.523736 Ha. The orbital gap comes out at 6.230 eV. Its energy above the lowest of the compared OMol25 structures with the same formula, charge and spin is 7.556 eV. Its HOMO energy is -7.268 eV. The calculation puts the strongest force on any atom at 2.960 eV Å⁻¹.

Structure (XYZ):
```
70
Properties=species:S:1:pos:R:3:nbo_charge:R:1
Ti -0.188 0.038 0.310 1.845
C -3.643 -3.487 -1.762 -0.588
C -2.392 -3.325 -0.890 -0.286
C -1.812 -4.694 -0.552 -0.607
C -1.435 -2.351 -1.557 0.236
C -0.212 -2.872 -2.141 -0.312
C 0.667 -0.733 -3.574 -0.397
C -0.120 0.331 -2.879 0.101
C 0.231 1.738 -3.303 -0.645
C -1.206 0.139 -2.102 -0.360
C -1.802 -1.046 -1.516 -0.381
H -4.353 -4.140 -1.262 0.216
H -3.390 -3.927 -2.726 0.201
H -4.120 -2.526 -1.939 0.211
H -2.710 -2.860 0.054 0.236
H -1.663 -5.301 -1.442 0.200
H -2.515 -5.220 0.090 0.224
H -0.868 -4.607 -0.018 0.217
H -0.241 -3.934 -2.351 0.249
H 1.690 -0.376 -3.743 0.222
H -0.656 2.370 -3.326 0.230
H 0.692 1.752 -4.290 0.217
H 0.937 2.177 -2.591 0.241
H -1.828 1.014 -1.958 0.239
H -2.757 -0.837 -1.032 0.240
I -2.124 3.066 -0.290 0.218
C -0.734 3.915 1.067 -0.098
C -1.009 5.160 1.512 -0.251
C -0.175 5.758 2.499 -0.223
C 0.828 5.043 3.044 -0.154
C 1.130 3.694 2.639 -0.111
C 2.098 3.028 3.320 -0.111
C 2.549 1.659 2.989 -0.226
C 1.713 1.143 1.799 -0.312
C 0.726 1.894 0.963 -0.387
C 0.370 3.107 1.502 -0.064
H -1.865 5.708 1.150 0.227
H -0.385 6.767 2.816 0.219
H 1.438 5.464 3.829 0.209
H 2.617 3.541 4.117 0.204
H 3.638 1.618 2.886 0.220
H 2.312 0.428 1.210 0.244
S 2.884 -3.330 0.245 0.332
C 2.170 -3.431 -1.332 -0.037
C 2.558 -4.306 -2.286 -0.308
C 2.147 -4.110 -3.633 -0.211
C 1.436 -3.020 -3.982 -0.172
C 0.794 -2.128 -2.997 -0.073
C 1.140 -2.403 -1.521 0.084
N 1.062 -1.492 -0.418 -0.775
C 1.720 -2.048 0.649 0.122
C 1.519 -1.674 1.940 -0.231
C 2.508 -1.773 2.994 -0.180
C 2.702 -0.793 3.888 -0.206
C 1.945 0.492 3.863 -0.240
C 0.795 0.442 2.829 -0.216
C 0.341 -0.794 2.141 -0.127
H 3.268 -5.080 -2.045 0.223
H 2.515 -4.797 -4.380 0.221
H 1.276 -2.781 -5.025 0.213
H 0.205 -0.850 -4.566 0.236
H 3.133 -2.657 3.001 0.217
H 3.425 -0.921 4.683 0.211
H 1.655 0.796 4.873 0.222
H -0.031 1.080 3.157 0.258
O -0.778 -1.510 2.691 -0.708
Se -2.208 -0.536 2.476 2.830
O -2.298 0.542 3.594 -0.977
O -1.825 0.174 1.027 -1.086
O -3.443 -1.471 2.334 -0.977
```

No. 4
Computed, not measured: a molecular structure, C7H7NO2Se at a distorted geometry, with the ωB97M-V functional and the def2-TZVPD basis.

The total energy comes out at -2877.414615 Ha. The orbital gap comes out at 7.465 eV. Its energy above the lowest of the compared OMol25 structures with the same formula, charge and spin is 0.875 eV. Its HOMO energy is -8.925 eV. The calculation puts the strongest force on any atom at 4.431 eV Å⁻¹.

Structure (XYZ):
```
18
Properties=species:S:1:pos:R:3:nbo_charge:R:1
C 2.080 0.333 -0.544 -0.153
C 1.343 0.741 -1.707 -0.209
C 1.488 0.161 0.707 -0.220
C 0.061 1.169 -1.502 -0.190
C 0.182 0.477 0.885 -0.180
C -0.464 0.949 -0.212 -0.257
C -2.817 -1.359 -0.037 -0.257
N -1.560 -1.694 0.342 0.442
O -0.744 -1.898 -0.603 -0.423
O -1.210 -1.686 1.501 -0.382
Se -2.349 1.047 -0.112 0.262
H 3.087 0.016 -0.740 0.210
H 1.869 1.103 -2.502 0.209
H 2.027 -0.361 1.444 0.220
H -0.526 1.437 -2.374 0.231
H -0.304 0.336 1.891 0.258
H -3.225 -1.655 -0.930 0.224
H -3.526 -1.332 0.717 0.214
```

No. 5
Computed, not measured: a single C3H6O2S molecule at a distorted geometry, with the ωB97M-V functional and the def2-TZVPD basis.

The total energy comes out at -666.509841 Ha. The orbital gap comes out at 9.837 eV. Its energy above the lowest of the compared OMol25 structures with the same formula, charge and spin is 2.291 eV. Its HOMO energy is -9.236 eV. As for the SMILES: CC(=O)SCO. The calculation puts the strongest force on any atom at 2.496 eV Å⁻¹.

Structure (XYZ):
```
12
Properties=species:S:1:pos:R:3:nbo_charge:R:1
C 0.748 -1.226 -1.930 -0.755
C 0.874 -0.660 -0.591 0.467
O 1.853 -0.675 0.097 -0.533
S -0.662 0.285 -0.245 -0.051
C -1.117 1.254 1.497 -0.069
O -0.500 0.826 2.609 -0.661
H -0.172 -1.076 -2.416 0.241
H 1.481 -1.078 -2.652 0.252
H 0.690 -2.296 -2.034 0.256
H -1.250 2.373 1.345 0.191
H -2.103 0.806 1.536 0.187
H 0.158 1.467 2.783 0.475
```

Q: Which formula does entry 2 have?
A: C7H15NOS2